(1)
Here is a single C5H14N2O molecule from the OMol25 dataset. Energies are from ωB97M-V/def2-TZVPD.

```
22
C5H14N2O (ωB97M-V/def2-TZVPD)
C 0.03195 -0.45229 -0.07535
C -1.32113 0.26838 -0.14349
C 2.23326 -0.37688 -1.09515
C 1.42101 1.56153 0.03453
C 0.32035 -0.90631 1.36071
N 1.05789 0.36904 -0.70187
N -3.62361 -0.12103 -0.05019
O -2.32768 -0.72748 -0.09253
H -0.07374 -1.34509 -0.70255
H -4.13253 -0.62099 0.67579
H -4.06817 -0.32707 -0.94470
H -1.39157 0.82825 -1.08449
H -1.45772 0.96210 0.69402
H 2.01959 1.35231 0.93364
H 1.93294 -1.24172 -1.68406
H 2.83955 -0.72266 -0.24386
H 2.85801 0.26472 -1.71665
H 0.52322 2.10110 0.32435
H 2.01029 2.20271 -0.62177
H 0.38821 -0.05302 2.03119
H -0.49013 -1.54706 1.69518
H 1.25001 -1.46853 1.40725
```

For the highest occupied orbital energy, the calculation gives -8.36 eV. The calculation puts the energy relative to the best compared isomer or geometry (same formula, charge and spin) at 78.8 kcal/mol. The calculation puts the largest force on an atom at 0.011 hartree/bohr. For the frontier orbital gap, the calculation gives 9.44 eV. As for the structure (SMILES): C[C@@H](CON)N(C)C. As for the LUMO energy: 1.07 eV. Its total energy is -10437.61177 eV.

Here are the Mulliken charges for atoms 1 to 8, given in e:
1. C 0.327
2. C -0.784
3. C -1.017
4. C -1.028
5. C -1.484
6. N 0.011
7. N -0.600
8. O -0.197


(2)
Here is a single C5H14N2O molecule at a distorted geometry from the OMol25 dataset. Energies are from ωB97M-V/def2-TZVPD.

```
22
C5H14N2O (ωB97M-V/def2-TZVPD)
C -0.68309 1.74116 -0.28928
C -0.56421 0.32723 0.13075
C -1.16285 -0.51489 -0.96872
C -1.68324 -1.88196 -0.44426
O -1.36133 -2.82700 -1.49837
N 0.84151 0.01134 0.47269
C 1.84202 1.06093 0.57097
N 2.85326 0.57917 1.54780
H -0.09419 2.31608 0.46076
H -0.19358 1.88977 -1.26255
H -1.73156 2.02442 -0.47570
H -1.08506 0.19341 1.18093
H -2.16342 0.03637 -1.26263
H -0.41692 -0.44797 -1.79862
H -2.70458 -1.90630 -0.21374
H -1.11409 -2.28237 0.33728
H -1.10148 -3.67859 -1.12746
H 1.18641 -0.81377 -0.09380
H 2.36507 1.28039 -0.34925
H 1.47481 2.11983 0.83921
H 2.89171 1.16745 2.38395
H 2.60481 -0.39470 1.86003
```

For the highest occupied orbital energy, the calculation gives -8.67 eV. The calculation puts the energy relative to the best compared isomer or geometry (same formula, charge and spin) at 78.6 kcal/mol. The calculation puts the largest force on an atom at 0.083 hartree/bohr. For the frontier orbital gap, the calculation gives 9.60 eV. As for the structure (SMILES): C[C@@H](CCO)NCN. As for the LUMO energy: 0.92 eV. Its total energy is -10437.61996 eV.

Here are the Mulliken charges for atoms 1 to 8, given in e:
1. C -1.561
2. C 0.391
3. C -0.599
4. C -0.557
5. O -0.537
6. N -0.266
7. C -0.315
8. N -0.641


(3)
Here is a molecular structure, C5H14N2O at a distorted geometry from the OMol25 dataset. Energies are from ωB97M-V/def2-TZVPD.

```
22
C5H14N2O (ωB97M-V/def2-TZVPD)
C 0.93088 0.75059 0.37784
C -0.00310 1.59357 1.22629
C 1.97850 1.54586 -0.38455
N 1.25136 -0.44340 0.91219
H 0.00942 0.36671 -0.70579
H 2.11948 -0.80372 0.51521
H 0.27566 -1.30436 0.27613
H -0.69172 0.95997 1.78528
H -0.61073 2.23873 0.58922
H 0.56468 2.19447 1.93921
H 2.68484 2.00624 0.31146
H 1.51129 2.34519 -0.96292
H 2.54440 0.90137 -1.06076
N -1.73866 -2.09625 0.32611
C -0.94435 -0.42407 -1.22841
C -0.64036 -1.67147 -0.53279
O -2.11223 0.22089 -0.89342
H -2.47723 -0.31038 -0.15489
H -2.30626 -2.81770 -0.10281
H -1.41147 -2.42373 1.22631
H -0.75515 -0.39039 -2.30062
H -0.17924 -2.43812 -1.15829
```

For the highest occupied orbital energy, the calculation gives -8.67 eV. The calculation puts the energy relative to the best compared isomer or geometry (same formula, charge and spin) at 90.8 kcal/mol. The calculation puts the largest force on an atom at 0.041 hartree/bohr. For the frontier orbital gap, the calculation gives 9.57 eV. As for the LUMO energy: 0.90 eV. Its total energy is -10437.09208 eV.

Here are the Mulliken charges for atoms 1 to 8, given in e:
1. C 1.215
2. C -1.405
3. C -1.404
4. N -0.821
5. H -0.152
6. H 0.269
7. H 0.231
8. H 0.342


(4)
Here is 2 unconnected molecules or ions with the total composition C5H14N2O at a distorted geometry from the OMol25 dataset. Energies are from ωB97M-V/def2-TZVPD.

```
22
C5H14N2O (ωB97M-V/def2-TZVPD)
C -0.82364 -1.32182 1.22920
C 0.24726 -1.50710 2.30627
O -0.62342 -2.10303 0.11508
H -0.20969 -1.45757 -0.68203
H -1.82042 -1.53295 1.64152
H -0.75595 -0.23111 0.88629
H 1.22656 -1.25175 1.90686
H 0.26340 -2.54353 2.63526
H 0.03756 -0.86902 3.16703
C -0.35936 2.14745 -0.71394
C 1.72162 0.75078 -0.17131
C 0.34148 0.81578 -0.75547
N -1.18147 -0.08186 -2.24293
N 0.01241 -0.15615 -1.54963
H -1.26306 0.65193 -2.93808
H -1.41306 -0.99576 -2.61285
H -0.31730 2.63320 -1.69265
H -1.40815 2.01425 -0.45173
H 1.71033 1.07710 0.86810
H 2.38973 1.41322 -0.72515
H 2.11496 -0.26112 -0.22847
H 0.11021 2.80908 0.00862
```

For the highest occupied orbital energy, the calculation gives -8.88 eV. The calculation puts the energy relative to the best compared isomer or geometry (same formula, charge and spin) at 68.4 kcal/mol. The calculation puts the largest force on an atom at 0.064 hartree/bohr. For the frontier orbital gap, the calculation gives 9.69 eV. As for the structure (SMILES): CC(C)=NN.CCO. As for the LUMO energy: 0.81 eV. Its total energy is -10438.06381 eV.

Here are the Mulliken charges for atoms 1 to 8, given in e:
1. C 0.107
2. C -1.012
3. O -0.647
4. H 0.479
5. H 0.337
6. H -0.094
7. H 0.208
8. H 0.319


(5)
Here is 2 unconnected molecules or ions with the total composition C5H14N2O at a distorted geometry from the OMol25 dataset. Energies are from ωB97M-V/def2-TZVPD.

```
22
C5H14N2O (ωB97M-V/def2-TZVPD)
C 0.94338 -0.57365 -1.62242
C 1.14301 -1.66554 0.66481
C 1.45687 2.13573 -0.26277
C 0.84841 -0.40462 -0.12098
C 1.09742 0.89440 0.50477
H 1.42471 0.88474 1.54306
H 0.55071 0.29266 -2.14899
H 1.98521 -0.70958 -1.90992
H 2.15369 -2.00814 0.44624
H 1.05289 -1.48538 1.73430
H 0.37398 -1.44914 -1.93115
H 0.43110 -2.44485 0.39248
H 1.47285 2.99606 0.40058
H 2.44645 2.03662 -0.71518
H 0.73925 2.32693 -1.06226
N -2.90247 -0.54374 -0.03743
N -3.50419 0.04713 1.09890
O -0.32008 0.29315 0.34817
H -1.80542 -0.23695 -0.14527
H -2.82533 -1.54027 0.16667
H -2.83273 0.22882 1.84053
H -3.92971 0.92561 0.81586
```

For the highest occupied orbital energy, the calculation gives -8.56 eV. The calculation puts the energy relative to the best compared isomer or geometry (same formula, charge and spin) at 82.8 kcal/mol. The calculation puts the largest force on an atom at 0.077 hartree/bohr. For the frontier orbital gap, the calculation gives 9.32 eV. As for the structure (SMILES): C[C@H]1OC1(C)C.NN. As for the LUMO energy: 0.77 eV. Its total energy is -10437.43872 eV.

Here are the Mulliken charges for atoms 1 to 8, given in e:
1. C -1.633
2. C -1.549
3. C -1.343
4. C 1.749
5. C -0.425
6. H 0.426
7. H 0.383
8. H 0.409


(6)
Here is a single C5H14N2O molecule at a distorted geometry from the OMol25 dataset. Energies are from ωB97M-V/def2-TZVPD.

```
22
C5H14N2O (ωB97M-V/def2-TZVPD)
C -0.87126 -0.28465 0.63077
N -0.94854 0.70623 1.82242
C -1.13661 2.08507 1.37505
N -0.03269 2.73490 0.70093
C 0.57543 -0.72733 0.31566
C 0.56828 -1.69291 -0.92582
C 1.84474 -1.90896 -1.69049
O -0.24444 -0.90338 -1.84248
H -1.27960 -1.14669 1.20387
H -1.46903 -0.08084 -0.25996
H -0.06486 0.62404 2.32223
H -2.05250 2.02497 0.78874
H -1.30434 2.65147 2.32006
H 0.72000 2.05728 0.60951
H -0.24269 2.95741 -0.26439
H 1.02602 -1.27963 1.16818
H 1.07286 0.16266 -0.13996
H 0.20203 -2.73808 -0.92336
H 2.35123 -0.95751 -2.02510
H 2.68139 -2.48660 -1.28287
H 1.64898 -2.43986 -2.60815
H -0.40578 -1.40785 -2.64414
```

For the highest occupied orbital energy, the calculation gives -8.76 eV. The calculation puts the energy relative to the best compared isomer or geometry (same formula, charge and spin) at 67.5 kcal/mol. The calculation puts the largest force on an atom at 0.075 hartree/bohr. For the frontier orbital gap, the calculation gives 9.57 eV. As for the structure (SMILES): C[C@H](O)CCNCN. As for the LUMO energy: 0.81 eV. Its total energy is -10438.09949 eV.

Here are the Mulliken charges for atoms 1 to 8, given in e:
1. C -0.622
2. N -0.409
3. C -0.507
4. N -0.614
5. C -0.256
6. C 0.250
7. C -1.434
8. O -0.545


(7)
Here is 2 unconnected molecules or ions with the total composition C5H14N2O at a distorted geometry from the OMol25 dataset. Energies are from ωB97M-V/def2-TZVPD.

```
22
C5H14N2O (ωB97M-V/def2-TZVPD)
C -2.21006 -0.26141 -1.19873
N -1.34159 -0.55836 -0.04950
C -1.29666 -1.93144 0.33197
O -0.45203 -2.72897 -0.49560
H -2.04153 -0.79175 -2.15742
H -2.11172 0.80047 -1.42318
H -3.29092 -0.45532 -0.95029
H -0.39867 -0.22331 -0.26916
H -2.33014 -2.39655 0.27510
H -1.02333 -1.94972 1.37996
C 0.74998 2.23541 0.11968
C 1.56981 1.00509 0.55560
C 1.56660 0.52675 1.81683
N 2.17711 0.32784 -0.55377
H 0.32129 2.69515 1.00995
H 1.44646 2.92159 -0.38201
H -0.00021 1.95015 -0.60965
H 1.99219 -0.47323 2.04411
H 1.02653 1.10052 2.57511
H 2.23115 0.87065 -1.39973
H 0.45906 -2.47503 -0.37768
H 2.95670 -0.18854 -0.24158
```

For the highest occupied orbital energy, the calculation gives -8.53 eV. The calculation puts the energy relative to the best compared isomer or geometry (same formula, charge and spin) at 55.6 kcal/mol. The calculation puts the largest force on an atom at 0.048 hartree/bohr. For the frontier orbital gap, the calculation gives 9.33 eV. As for the structure (SMILES): C=C(C)N.CNCO. As for the LUMO energy: 0.80 eV. Its total energy is -10438.61790 eV.

Here are the Mulliken charges for atoms 1 to 8, given in e:
1. C -0.835
2. N -0.188
3. C -0.359
4. O -0.537
5. H 0.286
6. H 0.294
7. H 0.321
8. H 0.129


(8)
Here is 2 unconnected molecules or ions with the total composition C5H14N2O at a distorted geometry from the OMol25 dataset. Energies are from ωB97M-V/def2-TZVPD.

```
22
C5H14N2O (ωB97M-V/def2-TZVPD)
C 0.91633 -1.07043 -0.10604
C -0.17103 -0.01752 0.19098
C -1.22579 -0.07907 -0.93351
C -1.67866 -1.18669 -1.50165
C -2.31811 1.79101 -2.11197
N -1.52302 1.34373 -1.20724
N 1.91889 -1.17947 1.06457
H 1.44662 -0.98291 -1.08540
H 0.49466 -2.16957 -0.34265
H -0.53419 -0.30988 1.25088
H 0.42753 0.83034 0.21481
H -1.34309 -2.14483 -1.15628
H -2.36686 -1.07983 -2.27941
H -2.44854 1.05922 -2.89203
H -2.60591 2.82671 -2.21219
H -1.19493 2.08769 -0.56120
H 2.64494 -0.34526 1.03485
H 2.48450 -2.08089 1.03140
H 1.56330 -1.16904 2.02506
H 2.43457 0.96658 3.54046
H 1.43244 1.91292 3.08126
O 1.64635 0.99718 2.95527
```

For the highest occupied orbital energy (alpha / beta), the calculation gives -21.68 / -21.66 eV. The calculation puts the energy relative to the best compared isomer or geometry (same formula, charge and spin) at 43.9 kcal/mol. Its net charge is +3. The calculation puts the largest force on an atom at 0.176 hartree/bohr. For the frontier orbital gap (alpha / beta), the calculation gives 7.09 / 3.64 eV. As for the LUMO energy (alpha / beta): -14.59 / -18.02 eV. The spin multiplicity is 2. Its total energy is -10402.98075 eV.

Here are the Mulliken charges for atoms 1 to 8, given in e:
1. C -1.059
2. C -0.176
3. C 0.939
4. C -0.863
5. C 0.083
6. N -0.003
7. N -0.380
8. H 0.439


(9)
Here is 2 unconnected molecules or ions with the total composition C5H14N2OP at a distorted geometry from the OMol25 dataset. Energies are from ωB97M-V/def2-TZVPD.

```
23
C5H14N2OP (ωB97M-V/def2-TZVPD)
C -0.03200 0.27095 -1.27425
C 1.74685 2.50830 0.07863
C 0.61725 1.75768 0.64764
C -0.46530 1.32035 -0.37583
C -1.00047 -2.21193 0.17597
N 1.05277 -0.41720 -1.14727
N -1.52235 -3.39404 0.16639
O -0.90944 -0.05835 -2.27373
P -0.22975 -1.69574 1.78103
H 2.32739 1.91424 -0.69478
H 2.44884 2.98530 0.76493
H 1.25543 3.40386 -0.40803
H 0.97874 1.00427 1.33793
H -0.03043 2.36812 1.26308
H -1.51549 1.29673 -0.06522
H -0.57240 2.27818 -0.88024
H 1.11922 -1.26514 -1.76924
H 1.64917 -0.29176 -0.34922
H -1.91198 -3.68874 -0.74835
H -1.84704 0.30286 -2.08984
H -1.37917 -4.15000 0.93931
H -1.48679 -1.40638 2.44870
H -0.29305 -2.83157 2.47240
```

For the highest occupied orbital energy, the calculation gives -11.96 eV. The calculation puts the energy relative to the best compared isomer or geometry (same formula, charge and spin) at 79.0 kcal/mol. Its net charge is +1. The calculation puts the largest force on an atom at 0.075 hartree/bohr. For the frontier orbital gap, the calculation gives 8.36 eV. As for the LUMO energy: -3.60 eV. Its total energy is -19718.91646 eV.

Here are the Mulliken charges for atoms 1 to 8, given in e:
1. C 0.332
2. C -1.008
3. C -0.811
4. C -0.582
5. C -0.139
6. N -0.158
7. N -0.265
8. O -0.532


(10)
Here is a single C5H14N2S molecule at a distorted geometry from the OMol25 dataset. Energies are from ωB97M-V/def2-TZVPD.

```
22
C5H14N2S (ωB97M-V/def2-TZVPD)
C -2.36728 -0.52707 -0.55473
N -1.14828 -0.39304 0.23628
C 0.06362 -0.33433 -0.58510
C 0.75936 -1.71142 -0.58297
S 1.39880 -2.13007 -2.23928
C 1.02945 0.70776 -0.00943
N 0.39252 1.95239 0.40728
C 0.69258 2.35093 1.75332
H -2.56965 0.36116 -1.15533
H -3.20643 -0.67964 0.12056
H -2.31053 -1.39102 -1.23816
H -1.10866 -1.16093 0.89032
H -0.22873 -0.05014 -1.59560
H 0.01885 -2.46779 -0.35570
H 1.57831 -1.76711 0.13119
H 1.87274 -3.33477 -1.89547
H 1.73743 0.93267 -0.81295
H 1.66613 0.32932 0.79428
H -0.60633 1.84883 0.28312
H 0.03081 3.15665 2.07654
H 0.60597 1.55122 2.50295
H 1.69931 2.75641 1.82888
```

For the highest occupied orbital energy, the calculation gives -8.38 eV. The calculation puts the energy relative to the best compared isomer or geometry (same formula, charge and spin) at 16.2 kcal/mol. The calculation puts the largest force on an atom at 0.029 hartree/bohr. For the frontier orbital gap, the calculation gives 9.21 eV. As for the structure (SMILES): CNC[C@@H](CS)NC. As for the LUMO energy: 0.83 eV. Its total energy is -19226.59259 eV.

Here are the Mulliken charges for atoms 1 to 8, given in e:
1. C -0.996
2. N -0.425
3. C 0.149
4. C -0.736
5. S -0.246
6. C -1.040
7. N -0.322
8. C -0.948


(11)
Here is a single C5H14N2S molecule at a distorted geometry from the OMol25 dataset. Energies are from ωB97M-V/def2-TZVPD.

```
22
C5H14N2S (ωB97M-V/def2-TZVPD)
C -1.51490 -0.19288 1.89278
N -0.37972 -0.85989 1.23022
C 0.32911 -0.09133 0.21728
C -0.45034 0.00174 -1.10548
S -0.13507 1.33428 -2.32428
C 1.70202 -0.76470 -0.03931
N 2.65161 0.32961 -0.38912
C -2.11672 -1.06646 2.98456
H -1.06778 0.70722 2.31190
H -2.27228 0.03748 1.14566
H -0.63360 -1.74592 0.82237
H 0.54909 0.87477 0.67037
H -0.40800 -0.99353 -1.54056
H -1.49989 0.21432 -0.89095
H 1.10857 1.69362 -1.97694
H 1.98461 -1.31857 0.85662
H 1.73653 -1.45392 -0.88134
H 3.42702 -0.02636 -0.92609
H 3.03842 0.71213 0.47253
H -3.18408 -0.83541 3.05532
H -1.67662 -0.86008 3.96003
H -2.08227 -2.15013 2.87160
```

For the highest occupied orbital energy, the calculation gives -8.65 eV. The calculation puts the energy relative to the best compared isomer or geometry (same formula, charge and spin) at 8.8 kcal/mol. The calculation puts the largest force on an atom at 0.032 hartree/bohr. For the frontier orbital gap, the calculation gives 9.70 eV. As for the structure (SMILES): CCN[C@@H](CN)CS. As for the LUMO energy: 1.05 eV. Its total energy is -19226.91506 eV.

Here are the Mulliken charges for atoms 1 to 8, given in e:
1. C -0.247
2. N -0.382
3. C 0.097
4. C -0.760
5. S -0.285
6. C -0.729
7. N -0.521
8. C -1.158